No. 1
Molecular formula: C23H24AsBrN3O2S2Zr
Method: DFT, the ωB97M-V functional and the def2-TZVPD basis

```
57
Properties=species:S:1:pos:R:3:forces:R:3
Zr -0.09599 0.17615 -0.57118 -0.612 -0.321 -0.533
O 2.14950 1.40087 1.52304 0.026 -0.072 0.148
S 0.74005 1.34150 1.74192 -0.135 0.306 0.303
O -0.03934 1.92975 0.54553 0.305 -0.100 0.001
N 0.09354 -0.12445 1.51759 0.462 0.025 -0.040
C 0.63892 -1.31932 2.06077 -0.080 -0.044 -0.065
C 1.04685 -1.55483 3.34352 -0.041 0.027 0.011
C 1.49517 -2.84752 3.70275 0.002 0.000 0.008
C 1.50140 -3.87231 2.79972 0.005 -0.026 0.000
C 1.07958 -3.64671 1.46487 -0.004 -0.047 0.033
C 1.03804 -4.63860 0.46489 -0.003 0.047 0.019
C 0.61260 -4.31451 -0.80466 -0.002 0.025 0.012
C 0.25311 -2.99925 -1.08450 -0.003 -0.024 -0.119
N 0.28842 -2.02458 -0.17385 -0.026 0.223 0.044
C 0.67254 -2.35118 1.10753 0.006 0.017 -0.064
C 0.26666 2.07168 3.21795 -0.123 -0.008 -0.003
C 1.22528 2.78882 3.93334 0.030 0.011 0.017
C 0.83428 3.38623 5.11946 0.000 -0.007 -0.016
C -0.47691 3.26098 5.56101 -0.007 0.000 0.005
C -1.42064 2.53774 4.83244 -0.001 0.003 0.007
C -1.05775 1.93293 3.64679 0.057 0.001 -0.003
H 1.01544 -0.77034 4.08945 -0.002 -0.002 0.003
H 1.81995 -3.02476 4.71857 -0.005 0.018 0.004
H 1.82452 -4.86282 3.09188 -0.002 -0.001 -0.003
H 1.33692 -5.65237 0.70308 -0.002 -0.002 -0.001
H 0.55585 -5.05778 -1.58652 0.001 0.000 -0.002
H -0.07182 -2.72552 -2.08262 -0.004 0.008 0.008
H 2.24099 2.86958 3.57156 -0.005 -0.002 -0.008
H 1.55305 3.94824 5.69910 0.000 0.001 -0.002
H -0.77078 3.73131 6.49012 -0.006 -0.004 -0.001
H -2.43457 2.44840 5.19635 0.000 0.002 0.001
H -1.77287 1.36073 3.06993 -0.011 0.002 0.004
C -3.83196 2.48809 -2.78157 0.053 -0.069 -0.032
As -3.39378 0.66772 -3.19041 -0.011 0.179 -0.054
C -4.99439 -0.35090 -3.40861 -0.013 0.033 -0.150
C -2.32370 0.56244 -4.77663 -0.069 -0.037 0.071
S -2.35769 -0.27632 -1.52045 0.199 -0.235 0.324
H -4.42179 2.87506 -3.61341 -0.006 0.021 0.012
H -2.92137 3.07292 -2.67257 -0.011 0.016 0.007
H -4.41560 2.51902 -1.86418 -0.002 -0.010 0.006
H -5.52811 0.09770 -4.24881 -0.051 -0.048 0.024
H -5.60467 -0.29861 -2.51005 0.046 0.029 0.041
H -4.74365 -1.38353 -3.64165 0.020 -0.001 0.021
H -2.89937 0.97301 -5.60615 -0.006 -0.002 -0.010
H -2.09322 -0.48423 -4.96440 0.008 0.005 -0.040
H -1.41244 1.13715 -4.63540 0.004 0.002 -0.034
Br 0.45720 2.29207 -2.57166 0.078 -0.001 -0.094
C 2.01225 1.18859 -2.53088 -0.056 -0.064 0.095
C 3.15127 1.49829 -3.22492 -0.019 0.010 0.007
C 4.22608 0.62398 -3.07543 -0.003 0.028 -0.021
C 4.10592 -0.48761 -2.25195 -0.003 -0.009 0.010
C 2.91574 -0.71011 -1.59329 0.040 0.011 0.015
N 1.86188 0.12212 -1.73362 -0.031 0.101 0.037
H 3.20646 2.38048 -3.84677 0.017 -0.006 -0.007
H 5.15234 0.82185 -3.59979 0.001 -0.006 0.002
H 4.93004 -1.17335 -2.11634 -0.001 -0.001 0.001
H 2.78056 -1.55390 -0.93088 -0.006 -0.001 -0.002
```
Positions in Å, forces in eV/Å.

Its net charge is +3. Its orbital gap is 7.00 eV. As for the energy above the lowest of the compared OMol25 structures with the same formula, charge and spin: 0.290 eV. For the total energy, the calculation gives -6858.0128 Ha. For the LUMO energy, the calculation gives -9.784 eV.


No. 2
Molecular formula: C3H3NO
Method: DFT, the ωB97M-V functional and the def2-TZVPD basis

```
8
Properties=species:S:1:pos:R:3:forces:R:3
N -2.60906 0.06128 -0.40205 0.658 -0.859 0.585
C -1.55517 -0.31691 -0.10555 0.767 1.934 -2.211
C -0.10087 -0.41283 0.21369 -1.143 -1.748 2.669
C 1.02943 0.51256 -0.14566 0.213 -1.212 4.707
O 0.97841 -0.72312 -0.66357 -1.371 -2.810 -1.502
H -0.27512 -1.02015 1.19205 2.009 1.033 -1.321
H 1.82644 0.62634 0.61442 -0.555 0.467 -0.504
H 0.70595 1.27284 -0.70332 -0.578 3.195 -2.423
```
Positions in Å, forces in eV/Å.

Its net charge is 0. Its orbital gap is 12.24 eV. As for the energy above the lowest of the compared OMol25 structures with the same formula, charge and spin: 2.324 eV. For the total energy, the calculation gives -246.0061 Ha. For the LUMO energy, the calculation gives 0.855 eV.


No. 3
Molecular formula: C6H13NO2
Method: DFT, the ωB97M-V functional and the def2-TZVPD basis

```
22
Properties=species:S:1:pos:R:3:forces:R:3
C 0.43945 0.11739 1.00064 0.344 -0.226 -0.380
C -1.79379 1.28560 -0.69784 0.064 -0.091 0.143
C 1.41514 -0.83555 1.40287 -0.173 0.119 0.145
C 0.84059 1.56110 0.95537 -0.018 -0.001 0.010
C -0.07912 -1.64282 -1.59872 0.038 0.041 0.002
N 0.81476 -0.63270 -1.04207 -0.016 0.171 0.432
C -1.00685 -0.29792 1.06288 -0.368 -0.204 -0.066
O -1.97571 0.36799 0.38545 0.186 -0.040 0.057
O -1.35461 -1.22573 1.75097 0.190 0.357 -0.236
H 1.15109 -0.03268 -1.80214 -0.044 -0.069 0.043
H -1.77638 2.31172 -0.32661 -0.009 -0.055 -0.002
H -2.66534 1.15865 -1.33779 0.037 -0.007 0.036
H -0.88812 1.07103 -1.26180 0.010 -0.028 0.034
H 1.56992 -1.04104 0.11325 -0.137 0.079 -0.205
H 1.04940 -1.74375 1.86674 -0.027 0.019 -0.030
H 2.33748 -0.43881 1.81653 -0.033 0.030 -0.038
H 0.24425 2.18600 0.30079 -0.015 -0.038 -0.007
H 1.88753 1.64568 0.66231 -0.033 -0.048 0.017
H 0.75331 1.96534 1.97051 0.005 -0.041 -0.038
H -0.96722 -1.21365 -2.08033 0.032 -0.001 0.029
H -0.42141 -2.29932 -0.79452 0.004 -0.005 -0.009
H 0.42565 -2.26653 -2.34652 -0.038 0.039 0.062
```
Positions in Å, forces in eV/Å.

Its net charge is 0. Its orbital gap (alpha / beta) is 8.58 / 8.58 eV. As for the energy above the lowest of the compared OMol25 structures with the same formula, charge and spin: 4.681 eV. For the total energy, the calculation gives -441.5080 Ha. For the LUMO energy (alpha / beta), the calculation gives 0.002 / 0.001 eV.


No. 4
Molecular formula: C4H7N2S
Method: DFT, the ωB97M-V functional and the def2-TZVPD basis

```
14
Properties=species:S:1:pos:R:3:forces:R:3
C 1.51264 -0.92650 -0.69184 -2.584 -0.078 3.345
C -1.55835 0.84633 0.07909 -0.259 -1.958 -0.815
C 0.78593 0.04012 0.28801 4.118 -1.709 1.643
C 0.37988 -1.31673 0.84774 -3.228 0.810 -2.665
N 1.06306 -2.01004 -0.15636 0.498 -0.929 0.389
N -0.09827 0.90648 -0.35645 -2.013 4.467 0.661
S -2.10482 -0.98641 0.01451 2.508 1.879 0.496
H 2.09147 -0.82795 -1.51269 1.996 0.357 -2.615
H -1.49131 1.23118 1.08626 -0.572 0.156 0.225
H -2.10075 1.49649 -0.64061 0.092 -0.491 0.744
H 1.50470 0.54587 0.94242 -0.355 0.258 -0.034
H -0.15448 -1.66280 1.69141 0.308 -0.375 1.137
H 0.04648 0.69841 -1.29279 -0.692 -0.346 -2.727
H 0.12383 1.96557 -0.29869 0.183 -2.040 0.217
```
Positions in Å, forces in eV/Å.

Its net charge is +1. Its orbital gap (alpha / beta) is 7.46 / 7.10 eV. As for the energy above the lowest of the compared OMol25 structures with the same formula, charge and spin: 5.417 eV. For the total energy, the calculation gives -663.8756 Ha. For the LUMO energy (alpha / beta), the calculation gives -5.899 / -6.139 eV.


No. 5
Molecular formula: C39H74Br2NO21
Method: DFT, the ωB97M-V functional and the def2-TZVPD basis

```
137
Properties=species:S:1:pos:R:3:forces:R:3
C 7.57125 1.07156 3.88744 -0.058 -0.110 0.227
C 7.14828 2.36493 3.18381 0.112 -0.452 0.368
N 6.21954 2.09407 2.05884 0.854 0.026 1.483
C 6.60854 1.54592 1.00008 -1.725 -0.488 -1.340
C 5.44436 1.47654 0.02773 1.799 -0.159 -1.461
C 5.75687 2.65108 -0.94983 0.894 0.119 0.480
C 6.98402 2.35949 -1.84331 -0.871 -0.005 0.068
O 6.63652 1.44523 -2.86741 0.224 -0.099 0.241
C 4.19145 1.52621 0.91872 0.309 -0.510 -0.229
C 2.86747 2.03152 0.30235 0.843 1.019 -0.193
C 2.78323 3.53003 -0.06799 -1.234 -0.527 -0.575
O 1.39504 3.91595 0.04343 0.644 0.112 0.137
C 0.61707 3.32445 -0.91340 2.375 2.498 -0.658
O -0.20051 2.57435 -0.61406 -2.764 -2.809 0.632
C 3.79900 0.07303 1.33945 0.609 -0.112 -0.717
Br 4.95810 -0.70602 2.70945 -0.859 0.663 0.730
C 3.70306 -0.90376 0.09839 0.360 -0.614 1.533
C 2.55795 -1.89493 0.28107 0.833 0.051 -0.274
Br 5.34015 -2.02759 0.07541 -0.225 0.244 -1.751
C 4.77177 2.40552 2.03280 -0.714 1.050 1.799
C 4.03436 2.41605 3.40308 0.031 -0.196 -1.170
H 6.90764 0.80204 4.70146 -0.143 0.041 0.105
H 8.57382 1.16208 4.29045 0.091 0.228 0.122
H 7.59044 0.21424 3.22253 0.054 0.039 -0.266
H 8.04564 2.85831 2.82356 -0.147 0.137 -0.495
H 6.66785 3.05354 3.86474 -0.143 0.117 0.083
H 7.60655 1.20285 0.79847 0.341 0.122 0.169
H 5.64252 0.58840 -0.57478 -0.824 -0.267 0.171
H 4.94723 2.90667 -1.62377 -0.242 -0.055 0.123
H 6.04229 3.51611 -0.34235 -0.397 0.332 -0.151
H 7.85699 2.03549 -1.26918 0.024 -0.115 -0.020
H 7.25213 3.29957 -2.31391 0.091 0.009 -0.249
H 6.59626 0.55741 -2.48970 0.076 0.049 -0.244
H 2.03997 1.84614 0.98044 0.013 -0.062 0.272
H 2.66595 1.45079 -0.59717 -0.059 -0.078 -0.018
H 3.31122 4.19580 0.59960 0.231 0.107 -0.103
H 3.04209 3.65431 -1.12031 0.537 0.397 0.143
H 0.80195 3.65455 -1.94558 0.331 0.120 -0.054
H 2.81107 0.09573 1.77842 -0.068 -0.018 0.283
H 3.67243 -0.40404 -0.86091 0.040 0.205 -0.006
H 1.59090 -1.40032 0.27856 -0.127 -0.015 -0.015
H 2.73604 -2.44875 1.19806 -0.287 0.061 0.279
H 2.65404 -2.62321 -0.51631 -0.463 -0.073 -0.207
H 4.79755 3.47278 1.80736 -0.185 -0.064 -0.814
H 3.29924 1.62019 3.40174 0.090 -0.232 0.461
H 4.71862 2.34917 4.23764 -0.109 -0.158 0.234
H 3.47940 3.34653 3.44487 -0.009 0.159 0.277
C 1.65827 8.37022 -4.13578 0.311 -0.023 0.023
C 1.13423 7.13540 -4.83843 -0.313 0.326 0.277
O 2.12965 6.54445 -5.68950 0.067 -0.179 0.014
C 3.08137 5.84935 -5.07862 -0.013 0.155 -0.069
O 3.18260 5.65136 -3.88916 -0.188 -0.042 -0.008
O 3.93720 5.40088 -5.99839 -0.090 -0.042 0.168
C 5.04345 4.70389 -5.42880 0.424 -0.205 -0.109
H 2.05383 9.08218 -4.86110 -0.135 0.025 -0.031
H 0.86368 8.85011 -3.56470 -0.034 -0.010 -0.052
H 2.46909 8.12123 -3.45170 -0.069 -0.062 0.043
H 0.30876 7.40847 -5.49278 0.133 -0.122 -0.188
H 0.75806 6.39658 -4.13003 0.169 -0.066 0.004
H 4.71081 3.90069 -4.77357 -0.040 0.081 0.052
H 5.68140 5.40048 -4.88486 -0.064 -0.047 0.103
H 5.61621 4.27174 -6.24482 -0.157 0.113 -0.144
C 8.17632 -5.28190 7.12983 -0.248 0.184 -0.099
C 8.85480 -5.88312 5.91711 0.247 -0.055 0.526
O 7.98793 -5.88497 4.76839 0.024 0.325 -0.222
C 7.83590 -4.70205 4.17089 0.015 -0.114 0.314
O 8.35909 -3.66579 4.49728 -0.041 -0.045 -0.123
O 6.98516 -4.84805 3.14998 0.132 0.076 0.017
C 6.66420 -3.62924 2.48547 -0.206 0.027 0.005
H 7.23106 -5.78899 7.32877 0.081 -0.109 0.050
H 8.81698 -5.36900 8.00693 0.012 -0.057 -0.023
H 7.95133 -4.22732 6.97388 0.112 0.007 -0.010
H 9.09221 -6.92765 6.11154 -0.130 -0.054 -0.224
H 9.78914 -5.37357 5.68245 -0.107 0.110 -0.112
H 7.56498 -3.10612 2.16328 0.013 0.033 0.132
H 6.06317 -2.99236 3.14634 0.332 -0.270 -0.151
H 6.07087 -3.87726 1.60783 0.131 -0.388 0.371
C -2.99780 2.65178 0.55926 -0.194 0.062 -0.192
C -3.24097 1.71228 1.72084 0.348 -0.006 -0.280
O -4.38598 2.09729 2.49450 -0.055 -0.101 0.090
C -5.57029 1.80908 1.95112 -0.026 0.155 0.040
O -5.75131 1.25123 0.89720 0.117 0.060 0.149
O -6.52248 2.25632 2.76757 0.067 -0.059 -0.059
C -7.85298 2.09255 2.26228 -0.297 -0.038 0.010
H -2.92582 3.68322 0.91129 0.110 -0.041 0.063
H -2.07355 2.38844 0.03936 -0.440 0.033 0.269
H -3.81897 2.61281 -0.15665 -0.005 -0.099 0.032
H -2.39453 1.75135 2.40614 -0.169 0.048 0.179
H -3.34417 0.67876 1.38721 -0.169 0.041 -0.031
H -8.04430 1.05816 1.98276 0.080 0.025 -0.093
H -8.01247 2.75192 1.41004 0.042 -0.096 -0.061
H -8.53334 2.37482 3.06082 0.170 0.051 0.096
C 3.54948 -9.13019 -0.57681 0.140 0.259 0.053
C 3.96028 -10.26100 0.34334 -0.400 -0.035 -0.233
O 5.27148 -10.05460 0.88617 0.055 -0.022 0.106
C 5.35540 -9.15595 1.86990 0.028 -0.013 -0.094
O 4.43817 -8.52926 2.33994 0.091 -0.059 -0.031
O 6.63351 -9.06452 2.23676 -0.080 -0.060 0.050
C 6.88908 -8.06622 3.23332 0.094 -0.092 0.104
H 4.29860 -8.98192 -1.35639 -0.049 -0.122 -0.055
H 2.58896 -9.34780 -1.04426 0.024 -0.052 -0.007
H 3.45985 -8.19161 -0.03035 -0.070 -0.061 0.069
H 4.01474 -11.19056 -0.22074 0.230 -0.019 0.085
H 3.23853 -10.40849 1.14693 0.086 0.133 0.085
H 6.25190 -8.20879 4.10416 -0.090 0.038 -0.077
H 6.74173 -7.07978 2.81309 -0.135 0.024 0.020
H 7.92601 -8.16971 3.53730 0.019 -0.171 -0.183
C -11.52004 -0.92025 -2.11017 0.197 0.236 0.066
C -10.89202 -2.29780 -2.07996 -0.486 0.057 0.040
O -9.47579 -2.24369 -2.30687 0.096 -0.080 0.038
C -8.73997 -1.83168 -1.27322 -0.034 0.055 -0.095
O -9.15329 -1.52474 -0.18262 0.058 -0.052 -0.083
O -7.46272 -1.81038 -1.65852 -0.059 -0.103 0.046
C -6.56351 -1.29965 -0.66804 0.191 0.074 0.057
H -11.27344 -0.40761 -3.04109 -0.109 -0.090 -0.067
H -12.60423 -0.99065 -2.02173 0.004 -0.033 -0.056
H -11.15021 -0.30024 -1.29374 -0.029 -0.094 0.072
H -11.30011 -2.90336 -2.88757 0.241 -0.035 -0.075
H -11.10405 -2.81663 -1.14473 0.150 0.090 0.070
H -6.67115 -1.83593 0.27322 -0.116 0.059 0.006
H -6.73101 -0.23796 -0.52014 -0.068 -0.039 0.110
H -5.55360 -1.44687 -1.04314 -0.100 -0.070 -0.183
C -17.21054 1.92901 -5.87013 0.150 0.255 0.073
C -16.82138 0.78570 -4.95643 -0.418 -0.025 -0.269
O -15.52523 0.98816 -4.37361 0.082 -0.057 0.131
C -15.47397 1.87165 -3.37550 -0.006 0.015 -0.161
O -16.40280 2.48838 -2.92114 0.104 -0.081 0.015
O -14.20203 1.96458 -2.97297 -0.074 -0.038 0.014
C -13.98220 2.95180 -1.96417 0.162 0.121 0.191
H -16.44092 2.09178 -6.62627 -0.047 -0.117 -0.058
H -18.15685 1.71531 -6.36709 0.021 -0.052 -0.004
H -17.31901 2.85894 -5.31318 -0.075 -0.058 0.059
H -16.74753 -0.13528 -5.53252 0.234 -0.021 0.094
H -17.56434 0.62361 -4.17526 0.088 0.134 0.095
H -14.64450 2.80037 -1.11423 -0.092 0.042 -0.082
H -14.11922 3.94951 -2.37952 -0.122 -0.011 0.051
H -12.95222 2.84465 -1.63343 0.011 -0.130 -0.142
```
Positions in Å, forces in eV/Å.

Its net charge is +1. Its orbital gap is 7.89 eV. For the total energy, the calculation gives -8313.0318 Ha. For the LUMO energy, the calculation gives -3.685 eV.


No. 6
Molecular formula: C4H7ClFNO
Method: DFT, the ωB97M-V functional and the def2-TZVPD basis

```
15
Properties=species:S:1:pos:R:3:forces:R:3
C -3.18357 -0.91131 -1.24956 -1.316 -1.036 -2.013
C 2.21401 0.58345 -0.34907 -0.325 -0.482 2.657
C 0.88435 -0.20260 -0.34578 0.440 0.054 -0.734
C 0.29822 -0.22810 1.02362 -2.744 0.457 -0.641
N -0.92439 0.06779 1.27855 0.837 0.136 -2.205
O -2.82415 -0.91210 -0.06841 -0.284 -0.271 0.797
F -1.31764 -0.01892 2.58420 0.695 -0.069 0.565
Cl -2.57630 0.50544 -2.21955 0.356 0.339 0.338
H 3.05539 0.28688 0.32598 -1.063 -0.162 -0.012
H 2.67796 0.56919 -1.27670 0.358 0.442 -2.017
H 1.82374 1.54137 -0.02174 0.969 0.686 -0.287
H 0.96858 -1.19351 -0.88200 -0.425 0.941 0.885
H 0.26765 0.51426 -0.88908 -0.505 -0.784 -0.566
H -2.22144 -0.20641 0.24269 0.773 0.674 0.628
H 0.85760 -0.39542 1.84683 2.236 -0.925 2.606
```
Positions in Å, forces in eV/Å.

Its net charge is 0. Its orbital gap is 9.16 eV. As for the energy above the lowest of the compared OMol25 structures with the same formula, charge and spin: 4.198 eV. For the total energy, the calculation gives -846.4887 Ha. For the LUMO energy, the calculation gives 0.386 eV.